Entry 1:
DFT (ωB97M-V/def2-TZVPD) results for a structure of composition C13H20N4O5PSeZn at a distorted geometry.

Computed properties:
Net charge: +1
Lowest unoccupied orbital energy (spin up / spin down) in eV: -4.2 / -4.2
Frontier orbital gap (spin up / spin down) in eV: 6.7 / 6.7
Molecular weight in g mol⁻¹: 487.65

Atoms and positions in Å:
Zn (-0.129, 0.382, -0.325)
C (0.690, 3.323, -3.342)
C (0.603, 2.287, -2.269)
N (-0.486, 1.946, -1.601)
O (-1.668, 2.658, -1.962)
C (1.800, 1.474, -2.062)
C (3.126, 1.849, -2.661)
N (1.713, 0.448, -1.208)
O (2.790, 0.049, -0.690)
H (0.546, 2.838, -4.296)
H (1.688, 3.690, -3.240)
H (-0.124, 4.104, -3.212)
H (-2.322, 2.531, -1.218)
H (3.391, 2.914, -2.553)
H (3.120, 1.592, -3.759)
H (3.932, 1.240, -2.216)
C (1.190, -3.419, -0.182)
O (0.108, -3.013, -1.050)
P (-0.831, -1.768, -0.710)
O (-1.645, -2.223, 0.562)
C (-2.373, -3.527, 0.632)
O (-1.902, -1.925, -1.882)
C (-1.274, -1.954, -3.235)
H (1.531, -4.436, -0.495)
H (0.846, -3.433, 0.871)
H (2.030, -2.710, -0.278)
H (-1.717, -4.127, 1.256)
H (-2.521, -3.956, -0.360)
H (-3.337, -3.240, 1.069)
H (-0.369, -2.569, -3.212)
H (-1.001, -0.954, -3.559)
H (-2.051, -2.368, -3.905)
Se (2.246, 0.459, 1.987)
N (0.433, 0.688, 1.585)
C (-0.115, 0.738, 2.815)
C (-1.530, 0.757, 3.061)
C (-2.013, 1.326, 4.219)
C (-1.168, 1.278, 5.385)
C (0.148, 0.965, 5.315)
C (0.766, 0.800, 4.002)
N (2.052, 0.503, 3.747)
H (-2.188, 0.607, 2.170)
H (-3.031, 1.837, 4.295)
H (-1.676, 1.462, 6.323)
H (0.723, 0.879, 6.191)

***

Entry 2:
DFT (ωB97M-V/def2-TZVPD) results for a cluster of 2 separate species, C4H7ClNO in total at a distorted geometry.

Computed properties:
Net charge: +1
Lowest unoccupied orbital energy (spin up / spin down) in eV: -4.9 / -4.9
Frontier orbital gap (spin up / spin down) in eV: 8.5 / 8.5
Molecular weight in g mol⁻¹: 120.56
ΔE to the lowest compared entry with this formula, charge and spin in eV: 3.3832

Atoms and positions in Å:
C (2.386, -0.518, 1.520)
C (-0.310, -1.285, 0.321)
C (0.590, -0.803, -0.859)
C (0.484, 0.041, 0.315)
N (0.029, 1.396, 0.446)
O (2.851, -1.595, 1.329)
Cl (3.082, 0.960, 2.105)
H (-1.347, -1.360, 0.164)
H (0.112, -2.181, 0.690)
H (1.478, -1.333, -1.245)
H (0.064, -0.349, -1.701)
H (0.059, 1.842, -0.484)
H (0.844, 1.955, 1.040)
H (-0.952, 1.559, 0.858)

***

Number 1: E -5624.3926 hartree. Number 2: E -746.3858 hartree.